Record 1
Here is C24H28As2Br4CoNO2SSi as an isolated structure in a non-equilibrium geometry from the Open Molecules 2025 dataset. Energies are from the ωB97M-V functional and the def2-TZVPD basis.

Results
largest force on an atom = 4.3 eV/A
orbital gap (spin up / spin down) = 4.9 / 4.9 eV
total energy = -17974.65085 Ha
E_HOMO (spin up / spin down) = -6.147 / -6.147 eV

The geometry in ORCA input format:
```
! RIJCOSX wB97M-V def2-TZVPD def2/J DEFGRID3
* xyz 0 1
Br 7.41 1.17 -2.11
Br 6.36 4.17 -1.23
Br 5.30 -1.40 -2.00
Br 3.23 4.58 -0.20
As -0.39 1.27 -2.27
As -1.11 1.67 0.94
Co 0.60 0.30 -0.39
S -0.56 -1.67 -0.49
Si -0.73 -4.52 1.52
O 2.60 -0.46 -0.99
O 1.77 1.95 -0.27
N 0.96 -0.73 1.28
C -2.18 2.62 -0.40
C -3.22 3.47 -0.05
C -2.64 3.05 -2.72
C 2.97 1.82 -0.65
C 0.24 -2.94 1.91
C 3.89 2.89 -0.71
C 5.63 1.41 -1.54
C 0.99 -2.79 3.07
C -3.97 4.11 -1.03
C -0.48 -5.70 2.97
C 0.67 2.47 -3.36
C -0.05 -5.30 -0.04
C -2.49 0.56 1.78
C 1.67 -0.61 2.40
C -1.88 2.41 -1.75
C 5.18 2.70 -1.15
C -0.92 3.04 2.32
C 1.71 -1.62 3.33
C 3.42 0.48 -1.06
C -3.68 3.90 -2.37
C 4.78 0.33 -1.50
C -1.23 0.12 -3.60
C -2.55 -4.12 1.36
C 0.26 -1.85 1.03
H -3.14 -5.04 1.27
H -3.39 1.13 2.00
H -0.54 -6.26 -0.23
H 0.07 2.93 -4.15
H -4.78 4.77 -0.74
H 1.02 -3.60 3.80
H 1.49 1.90 -3.81
H -0.85 -5.27 3.91
H -2.91 -3.58 2.23
H -0.23 -4.65 -0.90
H -2.07 -0.39 -3.14
H -4.27 4.39 -3.13
H -0.50 3.94 1.87
H -3.45 3.64 1.00
H -0.50 -0.63 -3.91
H -2.73 -0.26 1.10
H 0.57 -5.97 3.10
H -0.23 2.68 3.08
H -1.56 0.69 -4.46
H -2.42 2.89 -3.77
H -1.88 3.28 2.79
H 2.29 -1.51 4.24
H -1.04 -6.62 2.78
H 1.08 3.24 -2.72
H 2.21 0.32 2.53
H -2.08 0.15 2.70
H 1.02 -5.47 0.04
H -2.74 -3.50 0.48
*
```

Record 2
Here is C24H28As2BrN2OS2Sc as an isolated structure in a non-equilibrium geometry from the Open Molecules 2025 dataset. Energies are from the ωB97M-V functional and the def2-TZVPD basis.

Results
largest force on an atom = 4.6 eV/A
orbital gap = 5.8 eV
total energy = -9718.19731 Ha
E_HOMO = -13.949 eV

The geometry in ORCA input format:
```
! RIJCOSX wB97M-V def2-TZVPD def2/J DEFGRID3
* xyz 2 1
Br 14.51 4.79 5.98
As 10.81 9.70 14.93
As 9.47 7.76 12.75
Sc 11.64 9.26 11.44
S 13.60 10.71 11.45
S 15.68 9.01 12.89
O 13.22 8.16 12.07
N 10.26 10.75 10.97
N 11.36 8.58 9.48
C 8.86 12.69 11.04
C 7.43 6.45 16.32
C 12.06 7.67 8.63
C 13.49 7.63 8.68
C 7.95 6.46 15.02
C 12.02 9.80 16.48
C 8.19 12.22 9.91
C 9.03 6.20 11.68
C 9.69 11.31 15.49
C 7.97 7.35 17.26
C 10.44 9.34 8.93
C 11.37 6.72 7.89
C 14.22 9.23 12.16
C 14.27 6.70 7.98
C 9.90 11.93 11.55
C 13.47 5.84 7.11
C 9.52 8.28 15.57
C 13.80 6.80 11.99
C 8.97 7.35 14.67
C 9.00 8.21 16.88
C 8.65 11.14 9.20
C 7.73 8.62 12.38
C 12.08 5.73 7.15
C 9.76 10.37 9.69
H 11.56 4.94 6.55
H 13.65 6.33 12.99
H 13.97 8.34 9.37
H 12.71 8.93 16.64
H 8.98 5.31 12.31
H 6.57 5.84 16.53
H 13.11 6.27 11.24
H 9.17 11.02 16.45
H 11.45 9.94 17.44
H 10.55 12.38 12.36
H 10.07 9.07 7.90
H 8.36 10.95 8.17
H 14.80 6.88 11.67
H 7.84 9.58 12.84
H 7.37 12.76 9.45
H 7.51 8.73 11.28
H 6.87 8.01 12.83
H 9.78 6.04 10.89
H 8.95 11.61 14.78
H 12.63 10.71 16.22
H 8.03 6.32 11.25
H 8.64 13.67 11.54
H 7.40 5.94 14.20
H 7.73 7.31 18.36
H 10.26 6.72 7.99
H 9.42 8.91 17.62
H 10.50 12.06 15.76
H 15.40 6.74 7.98
*
```

Record 3
Here is C24H28AuN2O3P2 as an isolated structure in a non-equilibrium geometry from the Open Molecules 2025 dataset. Energies are from the ωB97M-V functional and the def2-TZVPD basis.

Results
largest force on an atom = 6.1 eV/A
orbital gap (spin up / spin down) = 5.9 / 5.2 eV
total energy = -2084.61340 Ha
E_HOMO (spin up / spin down) = -9.503 / -11.060 eV

The geometry in ORCA input format:
```
! RIJCOSX wB97M-V def2-TZVPD def2/J DEFGRID3
* xyz 1 3
Au 0.67 0.40 1.33
P -2.12 0.95 1.03
P 0.73 2.46 -0.09
O 0.24 2.32 3.72
O -0.40 -2.62 2.31
O 3.49 -0.79 0.82
N 1.54 -1.37 1.95
N -1.22 -0.01 -2.57
C 3.14 -3.06 1.72
C 0.14 0.13 -2.60
C 1.83 -3.68 2.17
C 1.04 -0.96 -2.32
C 2.05 1.44 -3.30
C -1.46 -3.30 -0.91
C 2.36 -0.91 -2.83
C -2.87 -0.87 -0.95
C 0.43 1.62 2.82
C -3.50 -2.05 -0.55
C -0.83 -2.12 -1.35
C -3.25 0.48 -0.42
C -2.80 -0.12 2.34
C 0.24 4.11 0.49
C 2.54 2.60 -0.15
C -2.82 -3.28 -0.60
C -2.80 2.58 1.47
C 0.59 -1.87 -1.31
C -1.64 -0.98 -1.70
C 0.79 1.41 -2.70
C 2.82 0.27 -3.42
C 0.24 2.56 -1.92
C 0.81 -2.53 2.18
C 2.81 -1.60 1.44
H -0.83 4.29 0.31
H -2.32 -1.10 2.29
H -3.84 2.48 1.80
H -0.85 2.59 -1.97
H 0.82 4.85 -0.06
H 1.28 -2.65 -0.91
H -3.88 -0.22 2.23
H 0.44 4.24 1.56
H 3.90 -3.11 2.50
H -3.35 -4.20 -0.34
H 2.97 -1.81 -2.78
H 2.98 1.60 -0.18
H 2.47 2.41 -3.60
H 3.79 0.30 -3.93
H 3.55 -3.53 0.81
H 0.69 3.50 -2.27
H -4.52 -1.98 -0.14
H -2.77 3.24 0.59
H -4.27 0.46 -0.01
H -2.58 0.33 3.32
H 1.47 -4.48 1.50
H 2.85 3.18 -1.03
H -3.13 1.25 -1.19
H 1.91 -4.10 3.18
H -2.21 3.04 2.27
H -0.87 -4.22 -0.87
H 2.89 3.11 0.75
H 0.63 -0.70 0.07
*
```

Record 4
Here is C24H28Br3N4O13V as an isolated structure in a non-equilibrium geometry from the Open Molecules 2025 dataset. Energies are from the ωB97M-V functional and the def2-TZVPD basis.

Results
largest force on an atom = 5.0 eV/A
orbital gap = 1.8 eV
total energy = -10793.80724 Ha
E_HOMO = 0.128 eV

The geometry in ORCA input format:
```
! RIJCOSX wB97M-V def2-TZVPD def2/J DEFGRID3
* xyz -2 1
Br -0.23 1.63 -3.42
Br 2.52 3.34 -3.96
Br 2.41 0.15 -4.71
V 3.98 -1.74 0.51
O 0.09 0.79 5.65
O -0.28 -1.74 3.20
O -1.99 3.12 6.44
O 3.13 -2.32 -0.68
O -5.63 5.68 2.93
O -4.04 6.88 2.24
O 2.30 -0.16 1.54
O 0.52 -5.00 -6.75
O 4.74 -0.46 0.08
O -2.11 -1.26 2.25
O 6.87 4.15 -0.86
O -1.43 -4.15 -6.74
O 6.48 2.30 -1.86
N -4.52 5.82 2.47
N 6.04 3.32 -1.31
N -1.19 -2.01 2.47
N -0.37 -4.38 -6.19
C 0.42 -4.87 0.54
C 0.54 -2.96 -2.35
C -0.74 -5.40 -0.09
C -2.63 4.69 1.21
C -2.14 -3.76 1.02
C 1.76 1.63 -3.49
C -0.99 -3.22 1.65
C -1.98 -4.88 0.18
C 0.50 0.20 -0.06
C -0.09 -3.87 -4.85
C 0.27 -3.83 1.50
C -3.44 2.18 2.19
C -4.10 3.32 2.52
C -1.32 2.92 5.19
C 1.54 -3.41 -3.20
C -3.75 4.58 2.09
C 1.49 0.77 0.89
C -1.13 -3.38 -4.01
C -0.73 -2.81 -2.80
C -1.98 3.51 0.78
C -0.64 1.56 4.73
C -2.42 2.25 1.24
C 1.23 -3.89 -4.42
C 4.59 3.61 -1.04
H -3.79 1.23 2.57
H 1.07 -3.32 2.00
H 2.13 -4.11 -4.98
H 3.94 2.80 -1.37
H -1.15 3.55 0.08
H -3.08 -3.27 1.23
H 2.60 -3.24 -3.06
H 1.38 -5.34 0.40
H 2.09 1.60 0.51
H -2.82 -5.26 -0.39
H 0.77 -2.45 -1.42
H 2.07 1.36 -2.47
H 4.39 3.88 -0.01
H -2.10 -3.19 -4.46
H 4.28 4.43 -1.68
H -1.91 3.20 4.31
H -1.48 -2.37 -2.16
H 0.84 1.03 1.73
H 0.06 -0.75 0.24
H -4.93 3.22 3.20
H 1.04 -0.01 -0.99
H -0.49 3.62 5.33
H -0.56 -6.21 -0.79
H 0.03 1.87 3.92
H -0.34 0.82 -0.38
H -1.84 1.40 0.91
H -2.37 5.66 0.83
H -1.37 0.93 4.20
*
```

Record 5
Here is a 2-piece molecular cluster, C24H28BrNO2 overall in a non-equilibrium geometry from the Open Molecules 2025 dataset. Energies are from the ωB97M-V functional and the def2-TZVPD basis.

Results
largest force on an atom = 2.6 eV/A
orbital gap = 2.1 eV
total energy = -3710.46138 Ha
E_HOMO = -4.643 eV

The geometry in ORCA input format:
```
! RIJCOSX wB97M-V def2-TZVPD def2/J DEFGRID3
* xyz 0 1
Br 7.18 0.53 -3.30
O 0.34 1.52 -2.81
O -1.12 -0.11 -3.37
N -2.31 1.09 2.16
C -1.19 1.03 1.44
C 4.23 -1.74 2.06
C -2.04 0.88 -2.87
C 3.34 -0.74 1.70
C -4.73 1.68 2.26
C 3.05 1.01 -3.36
C -4.82 1.01 3.63
C 1.98 -1.04 1.42
C 1.17 -0.61 -3.55
C 4.41 1.26 -3.30
C -0.30 -0.05 1.51
C -2.39 0.45 3.47
C -3.31 2.15 1.95
C 0.16 0.36 -3.22
C -3.78 -0.09 3.76
C 1.56 -2.40 1.49
C 3.50 -1.36 -3.79
C -3.44 0.39 -3.09
C 4.86 -1.10 -3.72
C 1.04 0.02 1.17
C 2.54 -0.31 -3.57
C 3.80 -3.08 2.12
C 2.47 -3.40 1.83
C 5.33 0.20 -3.45
H -3.07 3.00 2.62
H 4.51 -3.87 2.40
H -0.97 1.87 0.76
H -1.85 1.03 -1.80
H -1.65 -0.35 3.55
H -5.05 0.97 1.49
H -3.64 -0.55 -2.57
H 4.77 2.27 -3.12
H -3.24 2.51 0.91
H -1.89 1.83 -3.39
H -2.15 1.21 4.24
H 5.26 -1.49 2.30
H 3.65 0.30 1.66
H 0.52 -2.64 1.28
H -4.13 1.14 -2.69
H -0.68 -1.01 1.90
H -4.00 -0.90 3.05
H -4.65 1.76 4.41
H 3.12 -2.36 -3.99
H 2.13 -4.44 1.88
H -5.82 0.60 3.78
H -3.79 -0.53 4.76
H 1.43 0.97 0.80
H 5.57 -1.91 -3.87
H 2.34 1.82 -3.21
H -3.67 0.27 -4.15
H 0.83 -1.61 -3.80
H -5.41 2.54 2.21
*
```

Record 6
Here is C24H28CdN3SSi as an isolated structure in a non-equilibrium geometry from the Open Molecules 2025 dataset. Energies are from the ωB97M-V functional and the def2-TZVPD basis.

Results
largest force on an atom = 1.0 eV/A
orbital gap = 7.4 eV
total energy = -1950.92872 Ha
E_HOMO = -10.498 eV

The geometry in ORCA input format:
```
! RIJCOSX wB97M-V def2-TZVPD def2/J DEFGRID3
* xyz 1 1
Cd -0.17 -1.30 -0.75
S 0.71 -0.66 1.41
Si 0.48 1.73 3.69
N -1.13 -0.68 -2.99
N 1.31 0.13 -1.90
N -1.51 0.19 0.35
C -0.54 0.57 -3.36
C 0.70 0.96 -2.79
C -0.48 -3.95 -1.65
C 1.68 -4.01 -0.59
C -1.12 -4.11 -0.41
C -0.58 2.63 -4.63
C 0.91 -3.89 -1.74
C -2.89 1.94 1.17
C -0.83 1.41 2.33
C -2.61 0.94 0.27
C -0.18 3.12 4.80
C 1.06 -4.16 0.65
C -1.98 2.18 2.19
C 2.07 2.30 2.79
C -2.60 -4.28 -0.32
C 0.70 0.15 4.73
C 1.26 2.21 -3.15
C -1.16 1.41 -4.26
C 0.61 3.03 -4.08
C 2.49 2.57 -2.56
C -0.32 -4.21 0.73
C 2.46 0.49 -1.38
C 3.10 1.70 -1.69
C -0.65 0.40 1.37
H 2.53 1.50 2.22
H 2.76 -4.03 -0.66
H 1.39 -3.84 -2.71
H -2.83 -5.33 -0.11
H -3.79 2.53 1.07
H 0.52 3.30 5.61
H -3.02 -3.70 0.50
H -3.10 -4.00 -1.24
H -2.13 -0.65 -3.17
H -0.80 -4.36 1.69
H -2.10 1.12 -4.71
H -3.27 0.72 -0.56
H 1.21 0.38 5.66
H 2.81 2.67 3.50
H -1.14 2.86 5.25
H -0.73 -1.44 -3.54
H -2.16 2.98 2.89
H -1.08 3.24 -5.37
H 1.86 3.12 2.10
H -0.31 4.05 4.27
H 4.05 1.94 -1.25
H 2.91 -0.20 -0.68
H 1.66 -4.26 1.54
H 1.06 3.97 -4.37
H 1.29 -0.61 4.22
H -1.07 -3.99 -2.56
H -0.25 -0.30 4.98
H 2.94 3.52 -2.82
*
```

Record 7
Here is a 15-piece molecular cluster, C24H28Cl42FNO4S overall in a non-equilibrium geometry from the Open Molecules 2025 dataset. Energies are from the ωB97M-V functional and the def2-TZVPD basis.

Results
largest force on an atom = 2.2 eV/A
orbital gap = 10.4 eV
total energy = -21112.99201 Ha
E_HOMO = -10.185 eV

The geometry in ORCA input format:
```
! RIJCOSX wB97M-V def2-TZVPD def2/J DEFGRID3
* xyz 0 1
Cl -5.51 5.71 -5.42
Cl -2.12 11.42 2.93
Cl -4.01 3.89 -3.72
Cl 4.17 -11.59 7.97
Cl 0.67 3.60 -1.48
Cl 6.84 -10.66 5.50
Cl 6.16 -5.83 0.91
Cl -2.42 -5.41 3.44
Cl -3.68 9.24 1.81
Cl -3.55 -7.99 2.75
Cl 1.68 7.04 0.95
Cl -8.33 7.67 3.42
Cl -1.13 6.78 -4.23
Cl -4.11 8.65 -2.71
Cl -9.91 6.62 -1.68
Cl 5.52 -2.60 3.07
Cl -0.81 8.27 0.07
Cl -10.84 4.19 -2.96
Cl 1.27 7.74 -1.85
Cl 5.63 -9.18 8.68
Cl 6.54 -12.91 3.70
Cl -1.28 4.10 0.62
Cl -1.39 -6.87 1.15
Cl -3.40 6.51 -0.89
Cl -6.81 4.42 -3.17
Cl 8.66 -10.98 3.27
Cl -8.02 4.78 3.32
Cl 6.10 -1.00 0.73
Cl 8.07 -2.88 1.69
Cl 6.39 -11.73 9.83
Cl -1.62 1.85 -1.17
Cl 6.94 -8.38 2.04
Cl -9.92 6.10 1.56
Cl -6.12 7.56 -0.91
Cl -3.20 8.33 -6.30
Cl -5.11 7.86 -8.43
Cl -12.51 6.56 -2.97
Cl 4.71 -8.22 0.19
Cl -0.35 5.08 -6.44
Cl 1.39 5.39 -4.14
Cl -5.85 9.49 -6.14
Cl -1.85 8.74 4.00
S 1.87 0.02 1.75
F 3.00 -4.86 -0.05
O 0.90 1.03 2.08
O 0.61 -3.90 -1.98
O 2.20 -0.89 2.81
O 3.16 0.78 1.26
N 1.47 -5.78 -2.95
C -2.95 9.90 3.28
C 7.68 -11.81 4.47
C 3.60 -3.25 -1.68
C 2.94 -4.59 -1.41
C -4.40 7.94 -1.12
C 1.24 -0.87 0.37
C 1.15 -7.41 -0.09
C 0.51 7.19 -0.36
C -11.32 5.63 -2.07
C 5.59 -7.40 1.48
C 6.79 -1.78 2.17
C 3.62 -5.79 -2.07
C -8.37 6.24 2.39
C 2.44 -6.73 -2.32
C 2.07 -2.10 0.03
C 5.05 -10.75 9.24
C -0.45 2.86 -0.33
C 1.53 -4.66 -2.08
C 2.77 -2.02 -1.33
C -5.30 5.09 -3.78
C 0.23 6.18 -5.19
C 1.77 -7.23 -1.11
C -4.54 9.01 -7.22
C -2.83 -6.51 2.13
H 1.11 -0.20 -0.48
H 8.34 -12.40 5.10
H -3.74 10.11 3.99
H -5.02 5.92 -3.14
H 0.09 6.21 -0.55
H -7.60 6.35 1.64
H 0.42 -7.73 0.61
H 7.21 -1.01 2.80
H 3.92 0.17 1.25
H 4.52 -3.22 -1.09
H 2.80 -2.35 0.80
H 0.56 -6.18 -2.76
H -11.77 5.31 -1.14
H 4.01 -5.58 -3.06
H -4.18 9.89 -7.73
H -3.55 -6.02 1.49
H 0.71 7.02 -5.68
H 3.92 -3.20 -2.72
H 0.26 -1.18 0.71
H 1.39 -2.94 0.02
H 4.37 -10.59 10.07
H 4.34 -6.27 -1.40
H 2.66 -7.63 -2.89
H 4.91 -7.25 2.30
H 2.01 -1.89 -2.10
H 0.12 2.24 0.36
H -4.13 8.66 -0.37
H 3.36 -1.10 -1.34
*
```

Please write out number 2 again, unchanged.
Here is C24H28As2BrN2OS2Sc as an isolated structure in a non-equilibrium geometry from the Open Molecules 2025 dataset. Energies are from the ωB97M-V functional and the def2-TZVPD basis.

Results
largest force on an atom = 4.6 eV/A
orbital gap = 5.8 eV
total energy = -9718.19731 Ha
E_HOMO = -13.949 eV

The geometry in ORCA input format:
```
! RIJCOSX wB97M-V def2-TZVPD def2/J DEFGRID3
* xyz 2 1
Br 14.51 4.79 5.98
As 10.81 9.70 14.93
As 9.47 7.76 12.75
Sc 11.64 9.26 11.44
S 13.60 10.71 11.45
S 15.68 9.01 12.89
O 13.22 8.16 12.07
N 10.26 10.75 10.97
N 11.36 8.58 9.48
C 8.86 12.69 11.04
C 7.43 6.45 16.32
C 12.06 7.67 8.63
C 13.49 7.63 8.68
C 7.95 6.46 15.02
C 12.02 9.80 16.48
C 8.19 12.22 9.91
C 9.03 6.20 11.68
C 9.69 11.31 15.49
C 7.97 7.35 17.26
C 10.44 9.34 8.93
C 11.37 6.72 7.89
C 14.22 9.23 12.16
C 14.27 6.70 7.98
C 9.90 11.93 11.55
C 13.47 5.84 7.11
C 9.52 8.28 15.57
C 13.80 6.80 11.99
C 8.97 7.35 14.67
C 9.00 8.21 16.88
C 8.65 11.14 9.20
C 7.73 8.62 12.38
C 12.08 5.73 7.15
C 9.76 10.37 9.69
H 11.56 4.94 6.55
H 13.65 6.33 12.99
H 13.97 8.34 9.37
H 12.71 8.93 16.64
H 8.98 5.31 12.31
H 6.57 5.84 16.53
H 13.11 6.27 11.24
H 9.17 11.02 16.45
H 11.45 9.94 17.44
H 10.55 12.38 12.36
H 10.07 9.07 7.90
H 8.36 10.95 8.17
H 14.80 6.88 11.67
H 7.84 9.58 12.84
H 7.37 12.76 9.45
H 7.51 8.73 11.28
H 6.87 8.01 12.83
H 9.78 6.04 10.89
H 8.95 11.61 14.78
H 12.63 10.71 16.22
H 8.03 6.32 11.25
H 8.64 13.67 11.54
H 7.40 5.94 14.20
H 7.73 7.31 18.36
H 10.26 6.72 7.99
H 9.42 8.91 17.62
H 10.50 12.06 15.76
H 15.40 6.74 7.98
*
```

- What is the formula in the first record?
  C24H28As2Br4CoNO2SSi